# 1
C28H66INO6PSi | the ωB97M-V functional and the def2-TZVPD basis

The geometry in XYZ format:
```
104
Properties=species:S:1:pos:R:3:forces:R:3
C 3.55534 -0.49442 1.42565 0.170 0.051 0.111
C 3.15953 0.38453 0.24266 -0.111 0.003 -0.235
C 3.95959 -0.05170 -0.99190 0.031 -0.082 0.005
C 3.43175 1.84671 0.64329 0.109 -0.055 -0.064
C 2.76661 2.97450 -0.15847 0.065 -0.066 -0.210
P 3.52869 3.61538 -1.74004 -0.065 -0.117 0.026
O 3.38339 2.38019 -2.82954 -0.258 0.062 0.010
I 5.94277 3.43441 -1.31568 0.123 0.039 -0.032
Si 2.71089 4.55463 0.95405 -0.005 0.024 0.036
C 1.99128 5.98515 -0.03038 -0.048 0.016 0.016
C 1.62264 4.27880 2.45387 -0.003 -0.051 0.049
C 4.41268 4.97614 1.61951 0.051 -0.028 0.026
C 1.31335 2.59850 -0.58561 -0.046 0.012 0.085
C 0.72275 1.28922 -0.02086 0.114 -0.058 -0.019
C 0.25301 1.42351 1.43468 -0.062 0.081 0.019
C -0.46551 0.89219 -0.91077 -0.176 0.103 -0.012
N 1.70798 0.17774 -0.06810 -0.033 0.072 0.658
O 1.21828 -0.95808 0.24776 0.050 -0.028 -0.377
H 2.96247 -0.25815 2.31232 -0.008 -0.018 -0.032
H 3.42888 -1.54823 1.18989 -0.042 0.043 0.011
H 4.61241 -0.31435 1.64531 -0.060 -0.021 -0.030
H 4.96312 0.37881 -0.97073 -0.093 -0.059 0.029
H 3.46858 0.24870 -1.91252 0.031 0.112 -0.003
H 4.05598 -1.13942 -1.00156 -0.037 0.049 0.009
H 3.14718 1.95197 1.69713 -0.017 -0.004 -0.055
H 4.51811 1.97189 0.62187 -0.069 -0.009 0.066
H 2.96539 2.71767 -3.63380 0.188 -0.045 0.099
H 1.35366 6.59928 0.61195 0.065 0.011 -0.024
H 2.77596 6.62177 -0.44448 -0.037 -0.033 -0.009
H 1.38031 5.63611 -0.86649 -0.004 0.031 0.041
H 1.76285 5.15327 3.09773 -0.044 -0.023 -0.030
H 1.91336 3.40055 3.03451 -0.029 0.058 -0.006
H 0.55945 4.20218 2.22176 0.066 0.009 -0.001
H 4.98510 5.61126 0.94140 -0.022 -0.038 0.021
H 4.30224 5.50175 2.57242 0.012 0.026 -0.055
H 5.00682 4.07760 1.80542 -0.028 0.049 0.021
H 0.59990 3.38099 -0.30040 0.041 -0.010 -0.080
H 1.24464 2.52542 -1.67492 0.010 -0.051 0.032
H 1.08499 1.48840 2.13699 -0.031 0.046 -0.064
H -0.34545 0.55130 1.69710 0.086 -0.011 -0.006
H -0.36552 2.31597 1.55230 -0.030 -0.092 -0.026
H -0.14616 0.18531 -1.67639 0.007 0.044 0.014
H -0.87500 1.77437 -1.41050 -0.007 -0.011 0.071
H -1.27462 0.44036 -0.33747 0.070 -0.098 -0.072
C -6.03082 -1.24510 -1.23935 -0.025 0.000 -0.006
C -4.58350 -0.82615 -1.42859 0.013 -0.017 -0.021
O -3.88153 -0.60285 -0.21843 0.025 0.071 -0.002
C -3.75329 -1.72397 0.64197 0.044 -0.021 0.065
C -2.99239 -2.88720 0.03032 0.010 0.025 -0.039
H -6.55488 -0.52949 -0.60379 0.000 0.000 -0.003
H -6.53225 -1.28218 -2.20850 -0.004 0.010 -0.001
H -6.11548 -2.23250 -0.78327 0.007 -0.005 -0.011
H -4.53865 0.12801 -1.95497 -0.011 -0.005 -0.004
H -4.05721 -1.56015 -2.05042 0.007 -0.003 0.013
H -4.73511 -2.05365 0.99964 -0.009 0.006 -0.023
H -3.21075 -1.35144 1.51062 -0.017 -0.014 0.011
H -3.53534 -3.35014 -0.79535 -0.013 -0.010 0.014
H -2.83065 -3.65133 0.79179 0.014 0.009 0.003
H -2.01979 -2.55591 -0.33771 0.008 -0.007 0.016
C -1.36414 -2.11159 5.43440 0.007 -0.002 -0.023
C -2.84619 -2.25360 5.13282 0.005 0.021 -0.008
O -3.12680 -3.00924 3.96711 -0.023 -0.007 -0.040
C -2.67575 -4.35281 3.97731 0.015 -0.002 -0.005
C -3.28685 -5.20231 5.07836 -0.018 0.018 0.005
H -0.83387 -1.71890 4.56556 0.004 0.000 0.002
H -1.22456 -1.42112 6.26750 0.001 0.008 -0.005
H -0.90696 -3.06133 5.71470 -0.007 0.001 0.012
H -3.28065 -1.27341 4.93453 0.004 0.002 0.011
H -3.37281 -2.66979 5.99950 0.003 -0.018 -0.008
H -1.58179 -4.39292 4.02976 -0.002 0.015 0.003
H -2.96351 -4.74702 3.00222 0.002 -0.013 0.011
H -2.96008 -4.88841 6.07050 0.012 -0.005 -0.003
H -2.98642 -6.24280 4.94729 -0.007 -0.002 -0.005
H -4.37579 -5.14895 5.04213 0.002 -0.006 0.002
C -6.88335 -1.69733 -7.20272 0.005 0.023 0.010
C -7.39955 -2.20277 -5.86658 0.005 -0.016 0.009
O -7.74239 -1.17450 -4.95312 0.016 0.000 0.025
C -8.76810 -0.29087 -5.37311 0.002 0.014 0.007
C -10.10195 -0.96956 -5.63282 0.008 -0.022 0.013
H -6.05360 -1.00502 -7.05412 0.001 -0.004 -0.006
H -6.52943 -2.53860 -7.80020 0.009 0.001 0.003
H -7.65725 -1.18812 -7.77834 -0.006 -0.013 -0.002
H -6.62094 -2.77244 -5.35863 -0.001 -0.004 -0.011
H -8.24647 -2.88148 -6.01977 -0.010 0.014 0.003
H -8.45235 0.27467 -6.25737 0.009 -0.013 -0.003
H -8.86692 0.42276 -4.55491 -0.009 0.003 -0.008
H -10.06496 -1.63555 -6.49576 0.000 0.012 -0.008
H -10.86383 -0.21483 -5.83268 -0.002 0.001 0.009
H -10.41036 -1.55076 -4.76282 -0.005 0.003 -0.004
C 9.00984 -0.78550 -0.94894 -0.006 -0.045 0.057
C 7.80110 -0.04079 -0.40953 -0.010 0.032 -0.062
O 7.11976 -0.71359 0.63588 -0.021 0.015 -0.014
C 7.86874 -0.93923 1.81714 0.000 0.000 0.011
C 8.34093 0.33341 2.49945 -0.015 0.013 -0.011
H 8.73210 -1.79734 -1.24727 0.005 0.004 -0.008
H 9.40060 -0.26120 -1.82213 -0.007 -0.005 -0.006
H 9.81603 -0.85280 -0.21698 0.002 0.017 -0.003
H 7.05493 0.06918 -1.19706 0.052 0.007 -0.003
H 8.08433 0.97172 -0.09830 0.001 -0.015 0.021
H 8.71968 -1.60019 1.61568 -0.003 0.008 -0.016
H 7.18889 -1.48320 2.47367 0.008 -0.004 0.011
H 9.08334 0.86849 1.90618 0.008 -0.010 0.004
H 8.80029 0.08765 3.45800 -0.010 0.002 0.004
H 7.49906 1.00383 2.68054 0.002 0.003 0.003
```
Positions in Å, forces in eV/Å.

Output
2S+1	2
orbital gap (spin up / spin down)	8.007 / 9.119	eV
E_HOMO (spin up / spin down)	-7.6525 / -8.7645	eV



# 2
C28H68BFN4O11PS | the ωB97M-V functional and the def2-TZVPD basis

The geometry in XYZ format:
```
115
Properties=species:S:1:pos:R:3:forces:R:3
C -5.23569 5.95789 2.87049 0.402 -0.646 1.184
C -4.37319 5.30599 3.74835 -0.639 -0.945 -0.866
B -2.79485 5.66512 3.94078 -1.197 -0.697 -1.453
P -2.54838 6.06828 5.84708 -2.742 0.429 1.812
O -3.90473 6.40650 6.50030 1.356 -0.192 -0.393
O -1.76602 4.78325 3.38136 1.335 0.367 -0.283
C -0.62573 5.61817 3.24031 -0.962 1.533 -0.572
C -1.28968 7.03705 2.93741 -2.542 1.785 -0.152
F -1.35695 7.42627 1.57058 0.807 -0.831 0.053
S -0.48573 8.52087 3.73180 0.151 0.083 0.222
O -2.64599 6.99336 3.28682 2.802 -0.556 -0.098
H -6.10189 6.48821 3.32330 -0.506 -1.580 -0.701
H -5.10180 6.02096 1.77639 0.873 1.376 0.778
H -4.83195 4.50924 4.39218 -0.006 1.958 0.737
H -1.68077 7.19451 6.03633 0.290 -0.638 -0.041
H -1.97790 4.98681 6.60009 0.506 0.296 -0.235
H 0.02560 5.37539 2.36720 -0.361 -0.248 1.055
H -0.06753 5.77293 4.19466 -0.080 -0.430 -0.576
H -1.54712 9.40047 3.75823 0.465 -1.005 -0.239
C -4.39013 -2.17326 2.65278 -0.138 0.155 -0.099
O -5.75516 -1.79956 2.69837 0.258 -0.239 0.114
C -6.46880 -2.38923 3.78056 -0.452 0.251 -0.025
C -6.88814 -1.32786 4.78771 0.460 0.020 -0.099
N -5.73187 -0.79943 5.50590 -0.253 -0.089 0.017
C -6.02615 0.38741 6.31064 0.234 0.011 -0.122
C -6.44959 1.65953 5.57006 0.107 0.215 0.372
O -5.42738 2.22842 4.77433 -0.336 -0.351 -0.086
C -5.32769 1.69562 3.46489 0.344 0.309 0.000
H -3.96491 -1.77509 1.73170 -0.080 0.033 0.015
H -3.83687 -1.75314 3.49797 0.096 -0.132 0.032
H -4.28174 -3.26241 2.64289 0.058 -0.006 0.061
H -5.89339 -3.18580 4.26229 0.120 0.110 0.009
H -7.37014 -2.84174 3.35644 -0.009 -0.029 0.015
H -7.58483 -1.76954 5.50678 -0.004 0.021 0.014
H -7.41291 -0.53743 4.23827 -0.190 -0.101 -0.067
H -5.01266 -0.55892 4.83625 -0.017 0.018 -0.001
H -5.11673 0.61794 6.87106 -0.055 0.087 0.019
H -6.79449 0.13155 7.04791 -0.050 -0.022 -0.056
H -6.68135 2.41099 6.33032 0.033 0.004 -0.005
H -7.36895 1.52524 4.98881 0.049 -0.113 -0.131
H -6.29612 1.37420 3.07212 -0.010 -0.083 0.065
H -4.61419 0.86701 3.43980 -0.103 -0.141 -0.127
H -4.93486 2.48105 2.81693 -0.039 0.053 0.092
C 0.56268 5.52821 -0.05536 0.071 -0.063 -0.044
O 1.00324 4.30128 0.51105 -0.116 0.069 -0.249
C 0.01075 3.27757 0.47728 0.223 -0.370 0.222
C 0.43236 2.16232 -0.46824 -0.015 0.437 -0.135
N 0.38999 2.60745 -1.86006 0.106 -0.309 0.089
C 1.01176 1.67457 -2.79578 -0.004 0.347 -0.006
C 2.51920 1.43740 -2.66203 -0.084 -0.197 -0.391
O 3.31116 2.57379 -2.98034 -0.019 -0.223 0.304
C 3.51734 3.47094 -1.89878 0.135 0.188 -0.295
H 1.33166 6.27976 0.12583 0.017 -0.079 0.064
H 0.42115 5.43437 -1.13753 -0.105 0.053 -0.037
H -0.36428 5.86311 0.41183 0.020 0.038 -0.212
H -0.97376 3.67270 0.21293 0.075 0.067 -0.064
H -0.05975 2.86892 1.48862 -0.083 0.022 0.005
H -0.24238 1.31021 -0.34422 0.004 -0.011 -0.029
H 1.44344 1.84820 -0.18044 -0.027 -0.106 0.190
H 0.86508 3.49765 -1.93324 -0.083 0.036 0.031
H 0.82519 2.06705 -3.79925 0.076 -0.094 -0.043
H 0.49327 0.71216 -2.73218 0.036 -0.022 0.070
H 2.79100 0.67325 -3.39808 0.008 0.023 -0.025
H 2.79739 1.02616 -1.68550 -0.023 0.169 0.103
H 3.54459 2.95904 -0.93421 -0.117 0.000 -0.007
H 2.75074 4.24816 -1.89169 -0.020 -0.003 0.231
H 4.47800 3.96572 -2.05410 0.001 -0.074 -0.039
C 6.14214 0.67116 -4.42767 -0.186 -0.124 -0.117
O 6.38826 -0.43885 -5.27674 0.155 0.212 0.178
C 7.74314 -0.87354 -5.27157 -0.086 -0.393 -0.285
C 7.85127 -2.24954 -4.63215 -0.159 0.301 0.254
N 7.59665 -2.17753 -3.19538 0.082 -0.194 -0.182
C 7.43781 -3.48190 -2.55582 -0.157 0.235 0.076
C 6.23066 -4.32809 -2.97121 0.148 -0.225 0.353
O 4.98192 -3.77606 -2.58391 0.115 -0.021 -0.348
C 4.43740 -2.83849 -3.50098 -0.213 0.009 0.327
H 5.11700 1.00110 -4.59230 0.033 -0.035 -0.015
H 6.24808 0.38971 -3.37527 0.083 0.170 0.060
H 6.81463 1.50142 -4.66175 0.020 0.003 0.091
H 8.40301 -0.15408 -4.77777 -0.110 -0.008 0.124
H 8.05782 -0.94823 -6.31656 0.040 0.001 -0.001
H 8.85618 -2.64896 -4.79825 -0.005 -0.026 0.023
H 7.13080 -2.90584 -5.13499 0.083 -0.022 -0.205
H 6.75235 -1.64248 -3.03867 0.045 0.042 -0.007
H 7.35874 -3.29629 -1.48147 -0.021 -0.106 0.003
H 8.35204 -4.06445 -2.70829 -0.020 -0.010 -0.078
H 6.30844 -5.28145 -2.43984 -0.022 0.019 0.018
H 6.23461 -4.57653 -4.03818 -0.045 0.171 -0.068
H 4.70847 -3.06363 -4.53514 0.088 0.041 0.019
H 4.74558 -1.82289 -3.24220 0.019 0.068 -0.206
H 3.34959 -2.87837 -3.41364 0.027 -0.074 0.003
C 1.77438 -7.68601 -2.83459 -0.093 0.015 0.237
O 1.61930 -6.81870 -1.72688 0.072 -0.093 -0.352
C 2.08142 -5.49201 -1.97780 -0.133 0.284 0.459
C 0.91470 -4.51513 -1.99106 -0.028 -0.381 -0.276
N 0.07306 -4.71764 -3.16837 0.034 0.186 0.184
C -1.19219 -3.98497 -3.12420 0.013 -0.277 -0.118
C -2.19929 -4.37471 -2.03785 -0.219 0.284 -0.235
O -2.74643 -5.67518 -2.19681 0.235 0.065 0.228
C -1.97537 -6.71940 -1.62638 -0.291 -0.103 -0.201
H 1.51182 -8.69328 -2.51080 -0.012 0.053 0.056
H 1.10818 -7.40244 -3.65551 0.113 -0.024 -0.141
H 2.81103 -7.69338 -3.18465 -0.023 0.011 -0.092
H 2.66171 -5.42869 -2.90260 -0.093 -0.077 -0.036
H 2.74699 -5.22687 -1.15291 0.050 0.030 -0.057
H 1.30182 -3.49198 -1.99902 -0.029 0.010 0.014
H 0.34703 -4.66301 -1.06469 0.143 0.091 0.161
H -0.13285 -5.70403 -3.25705 0.028 0.002 -0.009
H -1.67457 -4.13595 -4.09352 -0.081 0.058 0.046
H -0.97756 -2.91479 -3.04251 0.022 -0.014 0.074
H -3.04567 -3.68751 -2.12406 -0.001 -0.030 -0.009
H -1.80264 -4.23913 -1.02598 0.113 -0.138 0.003
H -1.43061 -6.39463 -0.73677 0.077 0.042 -0.060
H -1.28243 -7.13337 -2.36280 0.177 -0.036 0.139
H -2.65889 -7.52020 -1.33843 -0.035 0.069 -0.001
```
Positions in Å, forces in eV/Å.

Output
total charge	-1
orbital gap	5.743	eV
E_HOMO	-3.9650	eV



In the order shown, the computed energy above the lowest of the compared OMol25 structures with the same formula, charge and spin values come out to 0.0 140.3 kJ/mol.